Molecular formula: C5H9Cl
Method: DFT, the ωB97M-V functional and the def2-TZVPD basis

Output
ΔE to the lowest compared entry with this formula, charge and spin   130.3 kJ/mol
HOMO level   -10.015 eV
Molecular weight   104.580 g mol⁻¹
Frontier orbital gap   0.405 hartree

Geometry as ORCA input:
```
! wB97M-V def2-TZVPD RIJCOSX def2/J DEFGRID3
* xyz 0 1
C -2.298 0.282 0.027
C -1.023 -0.410 -0.322
C 0.295 0.306 0.347
C 1.551 -0.511 -0.010
C 2.726 0.040 -0.054
H -2.463 0.405 1.150
H -2.244 1.287 -0.350
H -3.182 -0.355 -0.237
H -1.031 -0.602 -1.425
H -1.096 -1.525 0.121
H 0.237 0.181 1.389
H 1.499 -1.601 -0.301
H 3.583 -0.617 -0.279
H 3.052 1.130 0.075
Cl 0.394 1.990 -0.131
*
```

Results of the natural (NBO) charge analysis, in e, for atoms 1 through 8: number 1, C, carries -0.628; number 2, C, carries -0.392; number 3, C, carries -0.247; number 4, C, carries -0.218; number 5, C, carries -0.385; number 6, H, carries 0.200; number 7, H, carries 0.221; number 8, H, carries 0.219

=====

Molecular formula: C5H9Cl
Method: DFT, the ωB97M-V functional and the def2-TZVPD basis

Output
ΔE to the lowest compared entry with this formula, charge and spin   87.2 kJ/mol
HOMO level   -10.123 eV
Molecular weight   104.580 g mol⁻¹
Frontier orbital gap   0.409 hartree

Geometry as ORCA input:
```
! wB97M-V def2-TZVPD RIJCOSX def2/J DEFGRID3
* xyz 0 1
C -0.158 1.873 1.098
C 0.673 0.870 0.307
C 0.682 0.889 -1.165
C 0.859 -0.601 -1.308
C 0.470 -0.632 0.171
H 0.204 2.849 0.837
H 0.062 1.710 2.155
H -1.262 1.910 1.076
H 1.651 1.002 0.674
H -0.291 1.266 -1.624
H 1.483 1.471 -1.644
H 1.941 -0.872 -1.435
H 0.190 -1.210 -1.925
H 1.062 -1.300 0.773
Cl -1.188 -1.248 0.382
*
```

Results of the natural (NBO) charge analysis, in e, for atoms 1 through 8: number 1, C, carries -0.607; number 2, C, carries -0.252; number 3, C, carries -0.392; number 4, C, carries -0.423; number 5, C, carries -0.159; number 6, H, carries 0.213; number 7, H, carries 0.211; number 8, H, carries 0.223

=====

Molecular formula: C5H9Cl11
Method: DFT, the ωB97M-V functional and the def2-TZVPD basis

Output
HOMO level (spin up / spin down)   -13.060 / -13.056 eV
Molecular weight   459.110 g mol⁻¹
Frontier orbital gap (spin up / spin down)   0.350 / 0.079 hartree
⟨S²⟩   0.75

Geometry as ORCA input:
```
! wB97M-V def2-TZVPD RIJCOSX def2/J DEFGRID3
* xyz 1 2
C 0.140 -1.024 1.013
Cl -1.353 -0.132 1.315
Cl 1.605 -0.160 1.577
Cl 0.297 -1.204 -0.707
H 0.090 -1.986 1.522
C -1.961 -3.945 -0.431
Cl -0.369 -4.769 -0.671
Cl -2.579 -4.077 1.158
H -1.885 -2.877 -0.634
H -2.658 -4.323 -1.178
C -3.349 0.190 -2.047
Cl -2.450 0.189 -3.544
Cl -4.109 -1.392 -1.789
H -2.686 0.318 -1.192
H -4.175 0.891 -2.168
C 2.986 2.960 3.074
Cl 3.689 2.254 4.568
Cl 4.171 2.965 1.681
H 2.198 2.290 2.730
H 2.615 3.970 3.245
C 1.929 1.852 -1.412
Cl 2.657 1.641 -2.997
Cl 1.535 3.568 -1.082
H 1.002 1.283 -1.357
H 2.659 1.516 -0.675
*
```

Results of the natural (NBO) charge analysis, in e, for atoms 1 through 8: number 1, C, carries -0.288; number 2, Cl, carries 0.038; number 3, Cl, carries -0.011; number 4, Cl, carries 0.052; number 5, H, carries 0.262; number 6, C, carries -0.420; number 7, Cl, carries -0.044; number 8, Cl, carries 0.019

=====

Molecular formula: C5H9Cl2FN2O2S
Method: DFT, the ωB97M-V functional and the def2-TZVPD basis

Output
HOMO level   -10.483 eV
Molecular weight   251.110 g mol⁻¹
Frontier orbital gap   0.379 hartree

Geometry as ORCA input:
```
! wB97M-V def2-TZVPD RIJCOSX def2/J DEFGRID3
* xyz 0 1
C 3.029 0.597 0.208
C 1.751 -0.337 -0.029
Cl 1.697 -0.680 -1.809
C 0.511 0.468 0.503
Cl 0.666 0.881 2.278
N -0.816 -0.157 0.291
C -1.433 0.173 -1.012
C -2.825 0.866 -0.811
N -3.143 1.661 0.141
S -0.853 -1.832 0.613
O -2.276 -2.164 0.896
O -0.377 -2.689 -0.493
F -0.053 -2.113 2.028
H 3.773 0.136 0.894
H 3.539 0.819 -0.765
H 2.725 1.597 0.616
H 1.924 -1.235 0.609
H 0.513 1.448 -0.039
H -1.609 -0.731 -1.651
H -0.812 0.861 -1.638
H -3.621 0.660 -1.570
H -2.310 1.771 0.736
*
```

Results of the natural (NBO) charge analysis, in e, for atoms 1 through 8: number 1, C, carries -0.630; number 2, C, carries -0.250; number 3, Cl, carries -0.026; number 4, C, carries -0.035; number 5, Cl, carries -0.028; number 6, N, carries -0.661; number 7, C, carries -0.319; number 8, C, carries 0.117

=====

Molecular formula: C5H9Cl2N3
Method: DFT, the ωB97M-V functional and the def2-TZVPD basis

Output
ΔE to the lowest compared entry with this formula, charge and spin   0.0 kJ/mol
HOMO level   -19.440 eV
Molecular weight   182.054 g mol⁻¹
Frontier orbital gap   0.341 hartree

Geometry as ORCA input:
```
! wB97M-V def2-TZVPD RIJCOSX def2/J DEFGRID3
* xyz 2 1
C -0.534 1.918 0.957
C 1.687 1.083 0.381
C -0.133 0.040 -0.937
C -0.636 -2.164 0.233
C -0.740 -1.296 -1.106
N -1.058 0.886 0.397
N 0.819 2.093 0.797
N 1.186 0.060 -0.328
Cl 3.293 1.222 0.691
Cl -0.186 1.043 -2.308
H -0.958 2.620 1.633
H 0.301 -2.597 0.518
H -1.344 -2.956 0.115
H -0.698 -1.350 0.981
H -1.764 -1.462 -1.355
H -0.200 -1.839 -1.913
H -2.012 0.820 0.230
H 1.374 2.755 1.331
H 1.604 -0.875 -0.315
*
```

Results of the natural (NBO) charge analysis, in e, for atoms 1 through 8: number 1, C, carries 0.415; number 2, C, carries 0.482; number 3, C, carries 0.335; number 4, C, carries -0.598; number 5, C, carries -0.548; number 6, N, carries -0.496; number 7, N, carries -0.557; number 8, N, carries -0.577

=====

Molecular formula: C5H9Cl2NSi
Method: DFT, the ωB97M-V functional and the def2-TZVPD basis

Output
ΔE to the lowest compared entry with this formula, charge and spin   563.4 kJ/mol
HOMO level   -8.845 eV
Molecular weight   182.126 g mol⁻¹
Frontier orbital gap   0.298 hartree

Geometry as ORCA input:
```
! wB97M-V def2-TZVPD RIJCOSX def2/J DEFGRID3
* xyz 0 1
C -0.780 1.517 0.162
C -1.626 -2.174 0.374
C 2.478 1.669 0.107
C -0.775 0.154 0.480
C -1.735 -0.762 -0.163
N -0.784 2.662 -0.004
Si 1.593 0.137 -0.656
Cl -1.593 -0.726 -1.942
Cl -3.443 -0.215 0.253
H -2.395 -2.805 -0.137
H -1.615 -1.992 1.453
H -0.688 -2.663 0.114
H 2.296 1.728 1.204
H 3.496 1.875 -0.017
H 2.104 2.578 -0.424
H -0.207 -0.097 1.399
H 1.781 -1.240 -0.126
H 1.892 0.356 -2.078
*
```

Results of the natural (NBO) charge analysis, in e, for atoms 1 through 8: number 1, C, carries 0.218; number 2, C, carries -0.645; number 3, C, carries -1.120; number 4, C, carries -0.557; number 5, C, carries -0.012; number 6, N, carries -0.360; number 7, Si, carries 1.126; number 8, Cl, carries -0.014